[1]
Formula: C2H8NOPS
Source: the OMol25 dataset
Level of theory: wB97M-V/def2-TZVPD

XYZ file:
```
14
Properties=species:S:1:pos:R:3:lowdin_charge:R:1
C 1.01286 1.63591 0.21579 -0.173
C 0.49071 0.66310 -0.81869 -0.387
N -0.01573 -2.15373 1.17762 -0.081
O -1.40392 -1.21687 -1.41181 -0.281
P -0.97739 -0.26980 -0.19135 0.354
S -2.45264 0.78031 0.47608 0.251
H 0.19064 2.21971 0.63024 0.047
H 1.50289 1.10795 1.03289 0.072
H 1.73090 2.31997 -0.23272 0.073
H 1.25088 -0.05705 -1.13163 0.085
H 0.11010 1.19026 -1.70218 0.090
H -0.90727 -2.56083 1.45986 -0.054
H 0.33788 -1.64567 1.98425 -0.062
H -0.86991 -2.01326 -1.48834 0.065
```

Values from the calculation:
ΔE to the lowest compared entry with this formula, charge and spin (eV): 2.872
Gap between HOMO and LUMO (spin up / spin down) (eV): 8.2 / 8.2
Total energy (Eh): -950.5184


[2]
Formula: C25H15Cl2N2O6Ta
Source: the OMol25 dataset
Level of theory: wB97M-V/def2-TZVPD

XYZ file:
```
51
Properties=species:S:1:pos:R:3:lowdin_charge:R:1
Ta 0.35723 0.04032 0.07815 1.983
O -1.00382 -4.23000 -0.86284 0.225
C -0.36018 -3.10494 -0.71455 -0.426
O -0.89001 -2.02291 -0.49206 0.015
C 1.11026 -3.18219 -0.83139 -0.167
C 1.88359 -4.30074 -1.05915 0.074
C 3.26699 -4.12831 -1.09774 0.037
C 3.80996 -2.86676 -0.90074 0.081
C 2.93748 -1.81517 -0.67070 -0.142
N 1.62417 -1.97228 -0.65031 0.081
C 3.35097 -0.40907 -0.37978 -0.433
O 4.44240 0.03017 -0.39682 0.235
O 2.21434 0.31725 -0.09145 -0.201
H -1.96202 -4.09803 -0.76488 0.172
H 1.42764 -5.27132 -1.19817 0.143
H 3.91332 -4.97911 -1.26783 0.138
H 4.87694 -2.68831 -0.91280 0.148
Cl -3.98167 -0.26725 6.13198 0.771
C -2.83248 -0.31062 4.85883 -0.635
C -1.51583 -0.65385 5.13919 -0.061
C -0.56434 -0.68541 4.12519 -0.572
Cl 1.06589 -1.10439 4.46441 0.788
C -0.95546 -0.36576 2.84505 -0.286
O -0.05202 -0.35178 1.81754 -0.243
C -2.27198 -0.03898 2.54842 -0.114
C -2.67403 0.25236 1.17487 -0.081
O -1.94165 0.25468 0.18545 -0.073
C -3.22192 -0.00803 3.56341 -0.014
H -1.22462 -0.89625 6.15267 0.128
H -3.73289 0.48482 1.01875 0.159
H -4.25163 0.24828 3.34707 0.133
C -0.15841 0.03775 -4.35447 -0.014
C -0.28780 1.39275 -4.64420 0.010
C -0.26948 2.31601 -3.61952 0.037
C -0.11850 1.89140 -2.30821 -0.179
N 0.00588 0.56668 -2.03529 -0.034
C -0.01823 -0.33245 -3.04374 -0.089
C -0.09339 2.77438 -1.13271 -0.185
C -0.24182 4.15134 -1.21159 0.004
C -0.23450 4.91254 -0.05027 -0.028
C -0.08729 4.30639 1.18943 -0.039
C 0.06462 2.92750 1.27565 -0.076
C 0.07128 2.15528 0.11534 -0.225
H -0.17223 -0.71349 -5.13043 0.126
H -0.40572 1.72313 -5.66792 0.134
H -0.37208 3.36877 -3.83511 0.125
H 0.07623 -1.37079 -2.76724 0.101
H -0.36663 4.65174 -2.16275 0.117
H -0.34397 5.98674 -0.11657 0.123
H -0.08765 4.90755 2.08943 0.121
H 0.19504 2.47039 2.25041 0.106
```

Values from the calculation:
Net charge: +2
ΔE to the lowest compared entry with this formula, charge and spin (eV): 0.578
Gap between HOMO and LUMO (eV): 7.2
Total energy (Eh): -2499.6932


[3]
Formula: C15H50O15
Source: the OMol25 dataset
Level of theory: wB97M-V/def2-TZVPD

XYZ file:
```
80
Properties=species:S:1:pos:R:3:lowdin_charge:R:1
C 5.17627 20.77332 -2.89432 -0.222
C 6.27310 19.66483 -3.10209 -0.217
O 6.85737 19.09675 -1.95538 -0.079
O 5.67956 21.85425 -2.15132 -0.063
H 4.33255 20.35160 -2.34809 0.099
H 4.85338 21.11604 -3.87737 0.122
H 7.14594 20.05733 -3.62381 0.118
H 5.87326 18.87520 -3.73827 0.115
H 7.22402 18.24123 -2.19042 0.100
H 6.13656 21.37044 -1.45945 0.033
C 6.60323 25.36431 1.30548 -0.198
C 6.42587 26.74078 0.63862 -0.241
O 5.43224 26.65238 -0.32213 -0.042
O 6.92283 24.37804 0.35935 -0.090
H 5.65466 24.95739 1.65581 0.115
H 7.29311 25.28158 2.14532 0.110
H 7.38380 27.11213 0.27451 0.109
H 6.14281 27.51578 1.35093 0.124
H 5.64671 25.88173 -0.85288 0.072
H 7.72563 24.65610 -0.08763 0.044
C 5.41583 19.89262 1.54151 -0.213
C 5.69424 21.36005 1.35851 -0.173
O 6.80501 21.65047 0.45785 -0.102
O 5.09570 19.18160 0.34293 -0.071
H 4.48039 19.80489 2.09410 0.127
H 6.26645 19.41787 2.03056 0.098
H 6.00895 21.69662 2.34633 0.118
H 4.86673 21.94823 0.96183 0.118
H 6.81278 22.59084 0.26490 0.038
H 5.80017 19.47060 -0.24171 0.038
C 5.32061 16.70409 2.86901 -0.220
C 3.97487 16.64334 3.63975 -0.205
O 4.08193 16.36639 5.05659 -0.072
O 5.97608 15.44159 3.05258 -0.074
H 6.03348 17.47125 3.17126 0.103
H 5.28212 16.84676 1.78906 0.099
H 3.37807 15.82790 3.23111 0.119
H 3.40419 17.55194 3.44768 0.104
H 3.54657 15.59873 5.27033 0.079
H 6.60048 15.60572 3.76306 0.078
C 11.22889 24.64476 -1.14233 -0.222
C 9.74344 24.26430 -1.49756 -0.226
O 8.88019 25.32023 -1.30787 -0.074
O 12.18027 23.77064 -1.69999 -0.068
H 11.51576 24.69971 -0.09220 0.124
H 11.41860 25.59099 -1.64902 0.115
H 9.45015 23.41911 -0.87488 0.117
H 9.62196 23.96863 -2.53964 0.131
H 8.89346 25.86428 -2.09871 0.116
H 12.17955 22.97403 -1.16428 0.086
C 2.35036 23.40886 -0.57076 -0.147
O 3.34072 24.11941 0.06167 -0.127
H 2.74677 22.71385 -1.31097 0.080
H 1.83092 22.90529 0.24454 0.085
H 1.66382 24.07993 -1.08694 0.089
H 3.85852 24.59076 -0.59507 0.087
C 3.41967 17.10744 -1.73501 -0.189
O 3.52897 16.73859 -0.40986 -0.113
H 2.56009 16.56559 -2.12951 0.083
H 3.32356 18.16127 -1.99639 0.065
H 4.35514 16.76134 -2.17456 0.075
H 4.12300 17.38980 -0.02955 0.025
C 9.23744 19.07076 0.74304 -0.168
O 9.53686 20.39649 0.42479 -0.127
H 8.55649 19.10427 1.59350 0.070
H 8.92410 18.48185 -0.11900 0.074
H 10.16992 18.73805 1.19895 0.082
H 8.67095 20.79488 0.31030 0.026
C 2.86410 22.90603 3.19811 -0.183
O 2.95036 24.23595 2.75506 -0.109
H 3.76518 22.46304 3.62227 0.060
H 2.12803 22.90101 4.00203 0.079
H 2.59972 22.16971 2.43914 0.067
H 2.99109 24.23862 1.79594 0.011
C 7.98816 23.05281 5.18970 -0.139
O 7.64290 24.21790 4.43112 -0.142
H 7.44006 22.94506 6.12569 0.080
H 7.91517 22.18268 4.53729 0.066
H 9.04834 23.22113 5.37892 0.078
H 6.71364 24.45561 4.47046 0.068
```

Values from the calculation:
SMILES string: OCCO.OCCO.OCCO.OCCO.OCCO.CO.CO.CO.CO.CO
ΔE to the lowest compared entry with this formula, charge and spin (eV): 1.632
Gap between HOMO and LUMO (eV): 10.2
Total energy (Eh): -1729.8904


[4]
Formula: C12H16N2O4
Source: the OMol25 dataset
Level of theory: wB97M-V/def2-TZVPD

XYZ file:
```
34
Properties=species:S:1:pos:R:3:lowdin_charge:R:1
C 0.01473 1.89517 0.24471 -0.266
C 1.15346 1.06632 -0.29369 -0.414
C -1.00856 0.96277 1.05556 -0.085
C -2.11387 0.19611 0.35109 -0.183
C -1.81909 -1.09486 -0.29213 -0.047
C -3.41466 0.77656 0.32066 -0.036
C -2.74919 -1.85774 -0.84375 -0.084
C -4.38307 -0.03131 -0.30230 -0.085
C -4.06981 -1.27344 -0.90590 -0.053
C 2.97943 -0.34732 0.49369 -0.198
C 4.08971 -0.25006 -0.60318 -0.451
C 2.23309 -1.73258 0.27789 -0.203
H -1.61495 2.40483 -0.85115 0.081
H -0.46657 1.71464 -1.64011 0.026
H 0.37745 2.74374 0.82978 0.138
H -1.43476 1.66244 1.78397 0.118
H -0.36000 0.24017 1.47624 0.074
H -0.76501 -1.41741 -0.27396 0.101
H -3.79723 1.60473 0.96635 0.128
H -2.67714 -2.90465 -1.09778 0.108
H -5.34023 0.29121 -0.33465 0.059
H -4.91330 -1.82826 -1.33203 0.099
H 2.12840 1.09075 1.57311 0.144
H 3.68696 -0.30225 1.30364 0.151
H 1.53957 -1.66450 -0.54284 0.109
H 3.04671 -2.36701 0.05721 0.110
H 0.64234 -1.76194 1.47284 0.082
H 5.62838 0.72127 -0.85310 0.141
N -0.58337 2.41567 -0.98313 0.057
N 2.11275 0.75191 0.64182 0.121
O 1.11541 0.45999 -1.35648 0.084
O 4.26310 -0.87970 -1.61954 0.126
O 1.57974 -2.02214 1.44075 -0.036
O 4.91958 0.73687 -0.16357 0.085
```

Values from the calculation:
SMILES string: N[C@@H](Cc1ccccc1)C(=O)N[C@@H](CO)C(=O)O
ΔE to the lowest compared entry with this formula, charge and spin (eV): 2.593
Gap between HOMO and LUMO (eV): 9.6
Total energy (Eh): -877.3032


[5]
Formula: C18H33As2N4OS10Si3Tc
Source: the OMol25 dataset
Level of theory: wB97M-V/def2-TZVPD

XYZ file:
```
72
Properties=species:S:1:pos:R:3:lowdin_charge:R:1
Tc 0.01667 0.19772 0.73408 0.249
N -1.39803 3.32908 0.51684 0.044
C -0.48826 3.11957 -0.45612 -0.806
N 0.11409 1.97057 -0.74237 -0.036
C 0.89730 2.13661 -1.92433 -0.287
C 0.83142 3.37797 -2.45370 -0.372
S -0.16083 4.42050 -1.53988 1.038
C 1.76732 1.15891 -2.63283 -0.347
C 2.09369 1.30070 -3.94804 -0.390
S 3.23798 0.10620 -4.42975 1.010
C 3.18525 -0.52897 -2.80049 -0.701
N 2.37911 0.09744 -2.01972 0.016
N 3.90892 -1.62875 -2.41867 0.095
H -1.16979 2.81431 1.38227 -0.064
H -1.54572 4.30796 0.71045 0.093
H 1.35649 3.73845 -3.32143 0.073
H 1.73275 2.02192 -4.66528 0.064
H 4.72017 -1.87216 -2.95453 0.081
H 3.99112 -1.74155 -1.41878 0.102
S 1.81541 4.11534 1.63417 -0.115
As 1.94993 2.20523 2.53640 -0.507
S -0.16874 1.43825 2.77527 0.054
S 2.38927 0.65314 1.04933 0.023
S 3.03939 2.10520 4.31511 -0.168
O 1.68968 -6.45315 0.04553 -0.066
C 1.38312 -5.29723 0.14990 -1.018
S 1.38185 -4.42159 1.69489 0.969
C 0.82047 -2.88744 1.06255 -1.138
C 0.61966 -2.81451 -0.30062 -1.122
S -0.04867 -1.45466 -1.05137 0.592
S 0.91685 -4.27423 -1.22276 0.959
S 0.38542 -1.65309 2.14286 0.565
C -3.49429 2.73466 2.83185 -0.235
Si -3.74216 0.91393 2.45897 0.303
C -3.16553 -0.19520 3.85865 -0.233
C -5.61648 0.77605 2.32604 -0.214
As -2.48662 0.08540 0.56893 0.728
Si -3.42023 -2.17421 0.48510 0.341
C -2.64186 -3.31632 1.74910 -0.210
C -5.25772 -2.29126 0.91717 -0.222
C -3.29852 -3.03793 -1.18289 -0.220
Si -3.57494 0.93872 -1.40514 0.326
C -3.19789 2.66461 -2.01561 -0.229
C -5.43434 0.95664 -1.09823 -0.217
C -3.13537 -0.17886 -2.85434 -0.216
H -4.21265 3.03488 3.60238 0.035
H -3.66933 3.35152 1.94552 0.019
H -2.48857 2.93552 3.20240 -0.011
H -3.18837 0.32954 4.81835 0.039
H -2.13184 -0.50614 3.68549 -0.022
H -3.78900 -1.09156 3.93897 0.021
H -6.03361 1.03178 3.30678 0.038
H -5.96360 -0.22212 2.06242 -0.012
H -6.01985 1.48208 1.59454 0.015
H -2.81215 -2.97122 2.77290 0.025
H -1.56660 -3.41385 1.61258 -0.025
H -3.08682 -4.31085 1.63664 0.043
H -5.41581 -2.21188 1.99654 0.024
H -5.60069 -3.28303 0.60104 0.039
H -5.88540 -1.55128 0.41974 -0.002
H -2.36665 -2.82602 -1.70735 -0.016
H -4.13176 -2.76537 -1.83392 0.019
H -3.34720 -4.11764 -1.00560 0.039
H -3.29229 3.42360 -1.23720 0.018
H -3.91335 2.89385 -2.81394 0.041
H -2.19308 2.72919 -2.44026 0.004
H -5.71504 1.87836 -0.57959 0.026
H -5.75139 0.11792 -0.47951 -0.016
H -5.98427 0.91718 -2.04377 0.037
H -2.15285 -0.63381 -2.70203 -0.019
H -3.09389 0.40311 -3.77893 0.034
H -3.85737 -0.98497 -2.99062 0.014
```

Values from the calculation:
Net charge: -1
2S+1: 2
ΔE to the lowest compared entry with this formula, charge and spin (eV): 1.733
Gap between HOMO and LUMO (spin up / spin down) (eV): 4.9 / 4.7
Total energy (Eh): -10402.9907


[6]
Formula: C10H16O
Source: the OMol25 dataset
Level of theory: wB97M-V/def2-TZVPD

XYZ file:
```
27
Properties=species:S:1:pos:R:3:lowdin_charge:R:1
C 0.46298 0.54014 1.99191 -0.294
C 1.20214 -0.77653 2.34039 -0.117
C 1.32827 1.69424 2.51558 -0.115
H -0.48471 0.52374 2.49427 0.096
H 0.50524 0.54565 0.90332 0.073
H 0.72006 -1.64939 1.89035 0.049
H 2.23804 -0.74538 1.99711 0.077
H 0.98398 1.94439 3.53336 0.081
H 1.28807 -0.89884 3.39124 0.065
H 1.24781 2.65188 2.01105 0.067
H 2.34087 1.43756 2.75444 0.063
C -1.30455 1.97859 -2.15014 -0.009
C -1.54075 -0.09576 -0.75341 0.011
C -0.92733 0.58815 -1.85414 -0.173
C -1.32014 -1.40293 -0.51311 0.027
C 0.03126 -0.08505 -2.62989 0.021
C -0.33814 -2.05802 -1.29185 -0.240
C 0.31225 -1.38578 -2.36652 0.069
O 0.04239 -3.30160 -1.12224 0.192
H -2.21506 0.39664 -0.06523 0.143
H -1.73932 -1.94308 0.32661 0.143
H -1.31793 2.60504 -1.25113 0.110
H -2.27518 2.19737 -2.60900 0.118
H 0.55254 0.34069 -3.47198 0.139
H 1.09361 -1.86470 -2.93771 0.145
H -0.28727 -3.65694 -0.27445 0.162
H -0.59913 2.41993 -2.85881 0.097
```

Values from the calculation:
Net charge: +1
2S+1: 2
ΔE to the lowest compared entry with this formula, charge and spin (eV): 0.579
Gap between HOMO and LUMO (spin up / spin down) (eV): 10.2 / 6.9
Total energy (Eh): -465.5625


> Number 1 is which compound?

C2H8NOPS


> Among the records above, which one has the highest ΔE to the lowest compared entry with this formula, charge and spin?

C2H8NOPS


> Look up the total energy of the sixth one.

-465.5625 Eh